# 1
# C23H39BaCl2N5O3P

A molecular structure, C23H39BaCl2N5O3P in a non-equilibrium geometry (ωB97M-V/def2-TZVPD, the OMol25 dataset).

Each line ends with the Mulliken charge.
Geometry (Å):
O 0.85 1.93 -3.33  -0.649
C 1.17 1.75 -4.51  0.165
C 1.77 2.76 -5.38  0.348
C 2.27 3.97 -4.84  -0.384
H 2.36 4.07 -3.76  0.379
C 2.58 5.03 -5.70  -0.443
H 2.93 5.98 -5.27  0.340
C 2.41 4.89 -7.09  -0.294
H 2.56 5.75 -7.74  0.349
C 2.04 3.65 -7.64  -0.503
H 1.97 3.52 -8.73  0.340
C 1.73 2.60 -6.78  -0.360
H 1.42 1.62 -7.17  0.368
H 1.00 0.76 -4.98  0.246
C -3.31 1.04 -2.75  -1.294
C -3.21 -0.02 -1.76  0.707
H -4.29 1.11 -3.26  0.341
H -2.53 0.85 -3.52  0.225
H -3.05 2.01 -2.29  0.297
C -3.85 -0.84 -0.99  -0.545
C -5.36 -1.05 -0.97  -1.163
H -3.33 -1.48 -0.26  0.005
H -5.82 -0.45 -1.76  0.293
H -5.80 -0.76 -0.01  0.217
H -5.62 -2.11 -1.13  0.259
Ba -0.12 0.38 -1.49  1.291
Cl -0.78 2.88 -0.05  -0.804
Cl 0.08 -1.50 -3.82  -0.796
C -2.50 0.64 2.34  0.040
O -1.60 -0.13 1.94  -0.028
N -3.32 0.37 3.38  0.237
C -3.10 -0.80 4.21  -0.957
C -4.45 1.22 3.72  -0.954
H -2.67 1.63 1.87  0.211
H -2.31 -1.40 3.76  0.152
H -4.03 -1.39 4.28  0.363
H -2.81 -0.50 5.23  0.318
H -4.57 1.99 2.95  0.300
H -4.30 1.72 4.69  0.334
H -5.37 0.63 3.79  0.300
H -0.49 -5.37 0.68  0.313
H 1.85 -5.56 -0.65  0.308
C -0.80 -4.73 -0.16  -0.922
C 1.37 -4.89 -1.38  -0.899
N 0.37 -4.06 -0.72  0.227
H -1.49 -3.96 0.19  0.175
C 0.44 -2.73 -0.72  0.277
O -0.43 -1.98 -0.21  -0.876
H 2.14 -4.24 -1.82  0.260
H 1.34 -2.30 -1.22  0.305
H -1.27 -5.35 -0.93  0.323
H 0.91 -5.49 -2.16  0.307
C 3.57 -1.23 4.12  -0.868
N 4.09 -0.02 3.44  0.071
C 3.48 1.19 4.03  -0.878
N 2.00 1.16 4.00  0.083
C 1.54 -0.07 4.69  -0.755
N 2.10 -1.29 4.09  0.114
C 1.59 -1.53 2.74  -0.611
P 2.05 -0.16 1.54  0.681
C 3.86 -0.08 1.99  -1.060
C 1.49 1.27 2.63  -0.429
H 3.90 -1.17 5.17  0.283
H 3.98 -2.12 3.63  0.365
H 3.82 2.06 3.46  0.389
H 3.80 1.24 5.09  0.290
H 0.44 -0.11 4.64  0.304
H 1.88 -0.01 5.73  0.268
H 2.00 -2.47 2.35  0.465
H 0.49 -1.62 2.74  0.052
H 4.30 0.81 1.51  0.393
H 4.36 -0.97 1.57  0.377
H 0.39 1.29 2.61  0.026
H 1.83 2.20 2.16  0.389

energy relative to the best compared isomer or geometry (same formula, charge and spin) = 0.0000 eV
charge = -1
orbital gap = 3.09 eV
LUMO energy = 0.0620 Ha
HOMO = -1.403 eV



# 2
# C23H39IrN4O2S2Si4

A molecular structure, C23H39IrN4O2S2Si4 in a non-equilibrium geometry (ωB97M-V/def2-TZVPD, the OMol25 dataset).

Each line ends with the Mulliken spin population.
Geometry (Å):
Ir -0.25 -0.77 0.89  0.146
C -1.24 -6.18 -1.13  0.000
S -1.79 -4.74 -2.09  0.000
C -1.60 -3.45 -0.89  0.000
S 0.03 -3.08 -0.41  0.007
N -2.67 -2.87 -0.49  -0.003
N -2.84 -1.84 0.23  -0.003
C -2.26 -0.62 0.03  0.022
C -2.80 0.46 0.91  -0.012
C -4.08 0.99 0.79  0.002
C -4.47 1.97 1.68  -0.001
C -3.59 2.38 2.67  0.001
C -2.32 1.80 2.71  -0.001
N -1.94 0.88 1.84  0.006
H -0.92 -6.94 -1.83  0.000
H -2.08 -6.55 -0.55  0.000
H -0.42 -5.89 -0.49  0.000
H -2.25 -0.33 -1.03  -0.012
H -4.74 0.63 0.01  0.000
H -5.45 2.42 1.60  0.000
H -3.86 3.13 3.39  0.000
H -1.59 2.08 3.46  0.000
O 2.24 -0.50 4.28  0.000
C 1.42 -0.79 3.43  0.001
O 1.51 -0.49 2.19  -0.010
C 0.16 -1.57 3.82  0.001
C 0.06 -2.14 5.08  -0.001
C -1.07 -2.88 5.38  0.001
C -2.06 -3.01 4.42  0.000
C -1.88 -2.40 3.19  0.001
N -0.78 -1.71 2.89  0.003
H 0.87 -2.00 5.78  0.000
H -1.18 -3.37 6.34  0.000
H -2.96 -3.58 4.60  0.000
H -2.62 -2.47 2.41  0.001
C 3.18 -2.02 -1.78  0.065
Si 3.34 -0.26 -1.09  0.295
C 4.08 0.89 -2.42  0.044
C 4.14 -0.06 0.61  0.073
Si 0.79 0.67 -0.59  0.209
Si 1.31 3.06 -0.29  0.109
C 2.10 3.20 1.44  0.011
C -0.49 3.71 -0.32  0.078
C 2.25 4.15 -1.56  -0.003
Si -0.37 0.72 -3.07  0.016
C -2.14 1.44 -3.09  -0.005
C 0.69 1.88 -4.14  -0.001
C -0.32 -1.12 -3.52  0.005
H 4.17 -2.46 -1.91  0.014
H 2.70 -2.04 -2.75  -0.005
H 2.62 -2.66 -1.11  -0.007
H 5.10 0.59 -2.61  0.012
H 4.10 1.93 -2.10  -0.007
H 3.55 0.84 -3.36  -0.008
H 4.96 -0.75 0.73  0.013
H 3.42 -0.27 1.40  -0.025
H 4.52 0.94 0.76  -0.002
H 1.76 2.40 2.09  -0.002
H 1.84 4.14 1.92  0.003
H 3.18 3.15 1.40  -0.001
H -1.13 3.13 0.34  -0.027
H -0.91 3.64 -1.32  -0.008
H -0.56 4.75 -0.02  0.005
H 3.33 4.02 -1.51  0.000
H 2.05 5.20 -1.37  0.001
H 1.95 3.94 -2.58  -0.001
H -2.25 2.29 -2.42  0.001
H -2.89 0.71 -2.82  0.000
H -2.38 1.79 -4.09  0.000
H 0.56 2.91 -3.82  0.001
H 0.38 1.83 -5.18  0.000
H 1.75 1.64 -4.10  0.000
H -1.25 -1.61 -3.26  0.001
H 0.48 -1.64 -3.01  -0.003
H -0.18 -1.26 -4.59  0.000

energy relative to the best compared isomer or geometry (same formula, charge and spin) = 3.8536 eV
charge = +1
orbital gap (alpha / beta) = 5.56 / 4.88 eV
2S+1 = 2
LUMO energy (alpha / beta) = -0.1742 / -0.1951 Ha
HOMO (alpha / beta) = -10.297 / -10.191 eV



# 3
# C23H40B3BrClN3O21P2S

2 unconnected molecules or ions with the total composition C23H40B3BrClN3O21P2S in a non-equilibrium geometry (ωB97M-V/def2-TZVPD, the OMol25 dataset).

Each line ends with the Mulliken charge.
Geometry (Å):
C 0.26 2.82 2.36  -1.138
B 0.63 1.61 1.38  0.503
O 1.83 1.67 0.81  0.259
C -0.38 0.36 0.98  0.574
C -1.74 1.04 0.65  -2.494
C -2.18 0.76 -0.82  1.075
C -3.60 1.39 -1.07  -0.993
S -4.56 0.48 -2.28  1.484
O -4.48 1.14 -3.53  -0.676
O -5.90 0.32 -1.83  -0.702
O -3.94 -0.99 -2.49  -0.504
O 0.17 -0.12 -0.24  0.221
C 0.40 -1.48 -0.49  0.409
C -0.09 -1.77 -1.95  -0.772
C 0.31 -0.69 -3.00  -0.813
C -0.82 -0.34 -3.98  -0.937
O -1.21 -1.56 -4.62  -0.280
C -1.73 -1.38 -5.85  0.650
C -2.01 -2.67 -6.63  -1.097
O -2.01 -0.34 -6.33  -0.498
P 2.33 -1.52 -0.78  -0.139
N 2.86 -0.18 -1.36  -0.727
C -0.11 -2.54 0.54  -0.593
O 1.05 -3.17 1.10  -0.469
B -0.88 -3.84 -0.10  1.236
O -2.05 -3.74 -0.85  -0.787
O -0.49 -5.14 0.18  -0.492
N -0.88 -1.96 1.76  0.167
Br -0.61 -3.41 3.06  0.151
C -2.37 -1.91 1.56  0.219
C -3.29 -3.00 2.14  -1.215
C -4.71 -2.61 1.59  -0.348
Cl -5.88 -3.93 1.86  -0.194
C -0.29 -0.65 2.23  -0.266
N 1.14 -0.61 2.45  -0.114
C 1.88 -1.12 3.36  1.513
C 3.38 -0.99 3.06  -1.552
C 1.67 -1.76 4.71  -1.786
P -1.07 0.01 3.79  1.103
O -1.65 -1.00 4.67  -0.818
O -0.01 0.87 4.67  -0.438
O -2.30 1.07 3.49  -0.576
H 0.90 2.80 3.24  0.198
H 0.55 3.74 1.82  0.462
H -0.80 2.94 2.60  0.349
H 2.10 2.62 0.75  -0.198
H -1.71 2.14 0.67  0.934
H -2.63 0.77 1.23  0.128
H -1.51 1.20 -1.56  0.538
H -2.32 -0.32 -0.90  -0.476
H -4.13 1.29 -0.11  0.507
H -3.53 2.45 -1.29  0.433
H -4.60 -1.65 -2.19  0.335
H -1.18 -1.86 -2.02  -0.119
H 0.39 -2.70 -2.30  1.069
H 0.70 0.25 -2.60  0.336
H 1.10 -1.09 -3.64  0.657
H -1.68 0.14 -3.49  -0.141
H -0.39 0.38 -4.68  0.750
H -1.13 -3.32 -6.55  0.294
H -2.85 -3.18 -6.14  0.259
H -2.27 -2.45 -7.66  0.329
H 2.51 -2.62 -1.67  0.170
H 3.02 -1.82 0.42  -0.022
H 3.56 0.22 -0.74  0.272
H 1.46 -3.76 0.46  0.675
H -1.89 -3.92 -1.79  0.318
H -0.34 -5.56 -0.69  0.358
H -2.82 -1.02 2.04  0.403
H -2.65 -1.74 0.52  -0.502
H -3.43 -2.94 3.22  0.604
H -3.14 -4.01 1.76  0.513
H -5.05 -1.71 2.11  0.405
H -4.67 -2.36 0.53  0.057
H 3.56 -0.43 2.14  0.049
H 3.73 -2.03 2.92  0.300
H 3.91 -0.59 3.92  0.576
H 0.76 -1.47 5.25  0.257
H 2.52 -1.59 5.39  0.529
H 1.63 -2.85 4.58  0.279
H -0.51 1.44 5.27  0.433
H -2.49 1.49 4.34  0.425
B 5.29 5.69 -0.72  1.059
O 5.55 6.88 0.11  -0.456
C 6.37 7.69 -0.57  0.612
O 6.78 8.74 -0.18  -0.580
C 6.69 7.04 -1.90  0.606
O 7.40 7.49 -2.75  -0.577
O 6.04 5.88 -1.97  -0.454
O 5.70 4.45 -0.02  -0.675
C 4.64 3.68 0.10  0.636
O 4.62 2.60 0.63  -0.569
C 3.45 4.38 -0.52  0.764
O 2.32 3.95 -0.58  -0.633
O 3.83 5.54 -0.99  -0.622

orbital gap = 5.75 eV
LUMO energy = -0.1111 Ha
HOMO = -8.774 eV



# 4
# C23H40BN4O7

3 unconnected molecules or ions with the total composition C23H40BN4O7 (ωB97M-V/def2-TZVPD, the OMol25 dataset).

Each line ends with the Mulliken charge.
Geometry (Å):
C 3.66 -4.72 1.46  -1.054
C 4.27 -3.43 2.01  -0.571
C 4.77 -2.50 0.89  -0.901
C 3.77 -1.39 0.54  -0.042
C 3.73 -1.09 -0.96  -1.005
C 2.74 0.01 -1.38  -1.001
C 1.37 -0.07 -0.70  -0.629
C 0.71 -1.40 -0.96  -0.714
N -0.55 -1.58 -0.17  0.845
N -0.97 -0.48 0.43  -0.570
C -2.09 -0.52 1.14  -0.347
B -2.54 0.84 1.83  0.561
C -1.54 1.98 2.18  -0.822
O -3.88 0.91 2.06  -0.568
C -2.81 -1.72 1.26  -0.756
C -2.37 -2.86 0.64  0.971
C -3.12 -4.16 0.77  -1.219
N -2.42 -5.13 1.61  -0.530
C -1.19 -2.75 -0.12  0.989
C -0.64 -3.90 -0.94  -0.780
O -0.86 -3.62 -2.31  -0.306
N -1.67 -4.74 -2.94  0.238
O -1.00 -5.40 -3.59  -0.182
H 4.44 -5.37 1.07  0.353
H 2.98 -4.50 0.62  0.098
H 3.12 -5.27 2.22  0.376
H 5.08 -3.67 2.69  0.385
H 3.52 -2.90 2.60  0.358
H 4.95 -3.10 -0.01  0.469
H 5.73 -2.06 1.17  0.376
H 2.78 -1.71 0.89  0.081
H 4.03 -0.48 1.08  0.379
H 4.73 -0.77 -1.26  0.491
H 3.53 -2.02 -1.51  0.313
H 2.62 -0.03 -2.47  0.430
H 3.17 0.98 -1.13  0.158
H 0.75 0.75 -1.06  0.684
H 1.52 0.06 0.38  0.367
H 1.38 -2.21 -0.66  0.124
H 0.43 -1.52 -2.01  0.255
H -0.49 1.69 2.10  0.297
H -1.71 2.40 3.17  0.380
H -1.69 2.81 1.48  0.158
H -4.10 1.59 2.70  0.309
H -3.72 -1.72 1.85  0.482
H -4.09 -3.93 1.24  0.409
H -3.33 -4.56 -0.22  0.342
H -2.32 -6.03 1.15  0.300
H -1.50 -4.82 1.88  0.288
H 0.43 -4.05 -0.76  0.100
H -1.14 -4.82 -0.64  0.620
O -3.94 5.29 1.23  -0.578
C -4.29 4.85 0.18  0.474
O -4.56 5.62 -0.89  -0.384
C -5.05 4.82 -1.98  -0.427
C -4.52 3.42 -1.71  -0.607
C -4.50 3.39 -0.18  0.763
H -6.14 4.86 -1.98  0.250
H -4.68 5.26 -2.91  0.356
H -5.12 2.64 -2.17  0.365
H -3.50 3.33 -2.10  0.272
H -5.45 3.06 0.23  0.286
H -3.70 2.79 0.23  -0.799
O 1.99 2.92 1.49  -0.599
C 2.21 3.60 0.53  0.586
O 3.33 3.48 -0.21  -0.375
C 3.37 4.50 -1.23  -0.420
C 1.91 4.92 -1.43  -0.555
C 1.34 4.71 -0.03  -0.211
H 3.99 5.32 -0.88  0.298
H 3.82 4.07 -2.12  0.328
H 1.82 5.93 -1.82  0.345
H 1.43 4.24 -2.13  0.248
H 1.46 5.59 0.60  0.323
H 0.29 4.41 -0.02  0.070

charge = +1
orbital gap = 8.19 eV
LUMO energy = -0.1496 Ha
HOMO = -12.265 eV



# 5
# C23H40Cl14O9

10 unconnected molecules or ions with the total composition C23H40Cl14O9 in a non-equilibrium geometry (ωB97M-V/def2-TZVPD, the OMol25 dataset).

Each line ends with the Mulliken spin population.
Geometry (Å):
C -0.31 0.20 4.62  1.046
C -0.84 1.42 5.29  0.139
O -0.69 2.30 4.17  -0.025
C -0.76 1.59 3.02  0.469
O -1.01 1.98 1.92  -0.106
O -0.52 0.29 3.29  -0.570
H -1.02 -0.58 4.88  -0.019
H 0.68 -0.22 4.77  -0.088
H -0.14 1.56 6.11  -0.121
H -1.86 1.29 5.65  -0.001
C 6.60 -0.82 0.78  0.615
C 5.76 -1.89 1.43  0.934
O 4.43 -1.58 0.94  -0.866
C 4.44 -0.49 0.15  1.315
O 3.50 -0.03 -0.38  -0.225
O 5.66 0.01 0.08  -0.489
H 7.40 -1.36 0.28  -0.018
H 7.08 -0.19 1.53  -0.221
H 5.86 -1.89 2.52  -0.160
H 5.91 -2.91 1.08  -0.203
C -0.51 0.20 -0.77  -0.027
C -0.20 -0.93 0.23  -0.892
O -0.20 -2.03 -0.62  0.199
C -0.93 -1.82 -1.68  0.069
O -1.42 -2.71 -2.38  -0.059
O -1.03 -0.50 -1.85  0.022
H 0.34 0.69 -1.25  0.030
H -1.24 0.92 -0.41  -0.006
H -0.88 -0.97 1.08  0.264
H 0.79 -0.68 0.63  -0.133
Cl -1.16 -1.10 -6.34  0.000
C -1.02 -2.78 -5.73  0.003
C 0.37 -3.16 -5.39  0.002
Cl 1.61 -2.81 -6.67  0.001
H -1.17 -3.44 -6.59  -0.001
H -1.77 -3.01 -4.98  -0.003
H 0.39 -4.23 -5.16  -0.002
H 0.75 -2.57 -4.56  0.004
Cl -0.69 -7.05 -0.45  -0.008
C -0.94 -5.42 0.29  0.164
C -2.37 -4.89 0.55  0.106
Cl -3.21 -5.78 1.77  -0.021
H -0.43 -4.65 -0.29  -0.003
H -0.24 -5.30 1.12  -0.093
H -2.90 -5.06 -0.39  -0.003
H -2.42 -3.83 0.81  -0.038
Cl -6.81 2.79 0.91  -0.001
C -6.33 1.73 -0.48  0.001
C -4.94 2.24 -1.05  -0.002
Cl -3.55 1.73 -0.04  -0.014
H -7.16 1.80 -1.18  0.000
H -6.36 0.70 -0.14  0.000
H -4.95 3.33 -1.19  0.000
H -4.79 1.86 -2.06  0.000
Cl -2.18 4.81 -0.71  0.000
C -0.37 4.48 -0.92  -0.001
C 0.05 4.54 -2.48  0.005
Cl 0.26 6.20 -2.90  0.000
H -0.13 3.51 -0.48  0.002
H 0.23 5.25 -0.45  -0.002
H -0.65 4.18 -3.24  -0.001
H 1.00 4.01 -2.56  -0.002
Cl -5.67 -0.58 2.51  -0.003
C -3.86 -1.03 2.54  0.043
C -3.44 -1.78 3.84  0.066
Cl -3.58 -0.59 5.11  -0.032
H -3.37 -0.05 2.51  0.007
H -3.63 -1.41 1.54  -0.025
H -2.42 -2.17 3.79  -0.019
H -4.06 -2.65 4.03  -0.014
Cl 1.90 4.40 1.32  0.008
C 2.49 2.78 1.51  -0.096
C 2.89 2.44 2.86  0.108
Cl 2.88 0.68 2.98  -0.253
H 3.32 2.72 0.81  0.044
H 1.87 2.00 1.06  0.094
H 2.21 2.80 3.63  0.058
H 3.92 2.81 2.94  0.048
Cl 2.66 0.10 -5.10  -0.004
C 3.00 0.62 -3.43  0.020
C 3.38 2.09 -3.32  0.014
Cl 3.65 2.64 -1.67  -0.047
H 3.80 -0.02 -3.05  0.005
H 2.10 0.35 -2.88  0.012
H 2.61 2.71 -3.77  0.000
H 4.30 2.20 -3.89  0.003

energy relative to the best compared isomer or geometry (same formula, charge and spin) = 1.5234 eV
charge = -1
orbital gap (alpha / beta) = 1.83 / 10.48 eV
2S+1 = 2
LUMO energy (alpha / beta) = 0.0742 / 0.0735 Ha
HOMO (alpha / beta) = 0.187 / -8.478 eV



# 6
# C23H41BF9N9O8

6 unconnected molecules or ions with the total composition C23H41BF9N9O8 in a non-equilibrium geometry (ωB97M-V/def2-TZVPD, the OMol25 dataset).

Each line ends with the Mulliken charge.
Geometry (Å):
O 2.15 -0.25 4.15  -0.489
B 2.07 0.05 2.80  0.570
O 2.13 -0.90 1.82  -0.301
O 2.02 1.43 2.45  -0.579
C 0.84 2.04 2.66  0.583
N 0.64 2.60 3.87  -0.450
N -0.52 3.16 4.07  -0.328
C -1.41 3.15 3.06  0.268
C -2.76 3.77 3.34  -0.288
C -3.47 4.24 2.06  -1.220
C -4.30 3.20 1.31  1.239
F -3.97 1.93 1.69  -0.349
F -3.99 3.32 -0.02  -0.428
C -5.87 3.30 1.38  0.368
F -6.37 2.99 0.16  -0.317
F -6.25 4.57 1.66  -0.300
C -6.63 2.34 2.35  0.624
F -7.93 2.70 2.26  -0.305
F -6.52 1.08 1.92  -0.242
C -6.26 2.40 3.86  0.685
F -5.77 3.61 4.17  -0.248
F -7.33 2.18 4.61  -0.269
F -5.34 1.48 4.16  -0.228
N -1.18 2.64 1.86  0.559
N -0.01 2.06 1.64  -0.729
H 1.42 -0.81 4.44  0.307
H 1.25 -1.11 1.47  0.229
H -3.33 3.05 3.92  0.184
H -2.58 4.65 3.96  0.360
H -4.08 5.12 2.29  0.580
H -2.71 4.58 1.35  0.303
C 4.67 -3.65 -1.70  -0.923
N 3.56 -3.13 -0.94  0.004
C 2.52 -3.80 -0.40  0.839
C 2.47 -5.30 -0.60  -1.565
O 1.65 -3.20 0.23  -0.571
H 5.62 -3.43 -1.21  0.266
H 4.70 -3.21 -2.70  0.286
H 4.59 -4.73 -1.81  0.338
H 3.52 -2.13 -0.77  0.179
H 1.57 -5.67 -0.11  0.301
H 2.42 -5.54 -1.66  0.400
H 3.34 -5.78 -0.16  0.406
C -2.95 0.69 -1.74  -0.473
N -1.51 0.72 -1.94  -0.102
C -0.58 -0.16 -1.50  0.713
C -1.08 -1.35 -0.71  -0.935
O 0.60 0.01 -1.75  -0.747
H -3.46 0.65 -2.70  0.299
H -3.27 1.59 -1.21  -0.033
H -3.24 -0.18 -1.15  0.244
H -1.13 1.49 -2.46  0.220
H -0.23 -1.98 -0.44  0.037
H -1.60 -1.04 0.19  0.385
H -1.76 -1.94 -1.32  0.478
C 9.97 -2.13 -3.36  -0.821
N 8.97 -3.18 -3.21  -0.166
C 7.74 -3.26 -3.80  0.805
C 7.34 -2.13 -4.72  -1.364
O 7.01 -4.20 -3.58  -0.625
H 10.89 -2.54 -3.76  0.286
H 10.18 -1.68 -2.39  0.283
H 9.61 -1.36 -4.03  0.306
H 9.18 -3.96 -2.61  0.232
H 6.34 -2.34 -5.10  0.313
H 7.32 -1.18 -4.19  0.357
H 8.03 -2.04 -5.56  0.422
C 1.15 6.64 -2.14  -0.846
N 0.46 6.71 -0.87  -0.173
C -0.03 5.69 -0.13  0.577
C 0.13 4.28 -0.65  -0.365
O -0.59 5.90 0.94  -0.671
H 2.16 7.06 -2.06  0.286
H 0.61 7.19 -2.91  0.280
H 1.24 5.60 -2.46  0.316
H 0.32 7.62 -0.46  0.268
H -0.31 3.62 0.08  -0.438
H -0.38 4.16 -1.61  0.388
H 1.18 4.02 -0.78  0.492
C -3.79 -5.96 -0.71  -0.924
N -3.43 -4.63 -0.26  -0.066
C -3.31 -4.17 1.01  0.866
C -3.57 -5.15 2.13  -1.455
O -2.99 -3.02 1.23  -0.565
H -2.99 -6.40 -1.31  0.295
H -4.69 -5.94 -1.32  0.298
H -3.97 -6.61 0.14  0.343
H -3.23 -3.93 -0.96  0.177
H -3.43 -4.64 3.07  0.282
H -4.59 -5.53 2.08  0.401
H -2.88 -6.00 2.08  0.378

orbital gap = 8.42 eV
LUMO energy = -0.0170 Ha
SMILES = OB(O)Oc1nnc(CCC(F)(F)C(F)(F)C(F)(F)C(F)(F)F)nn1.CNC(C)=O.CNC(C)=O.CNC(C)=O.CNC(C)=O.CNC(C)=O
HOMO = -8.885 eV